(1)
{
  "formula": "C40H35F12N3O6STi",
  "method": "wB97M-V/def2-TZVPD",
  "symbols": ["Ti", "C", "C", "C", "C", "C", "N", "C", "C", "C", "C", "C", "C", "C", "C", "O", "C", "F", "F", "F", "C", "F", "F", "F", "C", "C", "C", "O", "C", "F", "F", "F", "C", "F", "F", "F", "H", "H", "H", "H", "H", "H", "H", "H", "H", "H", "H", "H", "C", "O", "C", "C", "O", "C", "H", "H", "H", "H", "H", "H", "H", "H", "H", "H", "C", "C", "C", "C", "C", "C", "C", "S", "O", "O", "N", "C", "C", "C", "C", "C", "C", "C", "C", "N", "C", "H", "H", "H", "H", "H", "H", "H", "H", "H", "H", "H", "H", "H"],
  "xyz": [[-0.12392, -0.11644, -0.58138], [-4.19439, -4.45078, 3.24335], [-3.03732, -3.84994, 2.48727], [-2.26568, -4.59689, 1.60219], [-1.21993, -4.03293, 0.90433], [-0.86618, -2.66483, 1.03591], [0.09945, -2.10311, 0.26938], [1.09425, -2.89974, -0.28752], [1.92437, -3.63851, 0.57427], [3.00529, -4.35299, 0.11189], [3.32042, -4.36491, -1.24638], [4.53712, -5.08804, -1.76276], [2.49494, -3.66055, -2.10402], [1.38699, -2.93170, -1.66166], [0.42419, -2.26282, -2.66394], [-0.46543, -1.39138, -2.11726], [1.20019, -1.46649, -3.76070], [0.37404, -0.77054, -4.54862], [1.95506, -2.22158, -4.60588], [2.02875, -0.59645, -3.17514], [-0.40807, -3.39230, -3.32935], [-1.12040, -4.04832, -2.40661], [0.33765, -4.31887, -3.97177], [-1.28125, -2.92380, -4.23631], [-1.63712, -1.91096, 1.97235], [-2.68494, -2.51679, 2.65456], [-1.19080, -0.48344, 2.30453], [-0.72126, 0.22907, 1.24192], [-2.32869, 0.38395, 2.93313], [-3.45184, 0.32393, 2.21215], [-1.97091, 1.66551, 3.02309], [-2.66920, 0.01638, 4.19809], [-0.07023, -0.60501, 3.39386], [1.04202, -1.12294, 2.89187], [0.25172, 0.58707, 3.94028], [-0.43989, -1.39364, 4.43016], [-4.30595, -5.51026, 3.00051], [-5.14101, -3.95729, 3.00162], [-4.05982, -4.37396, 4.32681], [-2.50035, -5.64661, 1.44052], [-0.66373, -4.63482, 0.19758], [1.70251, -3.59718, 1.63447], [3.63332, -4.89196, 0.81632], [5.42682, -4.45179, -1.72716], [4.39940, -5.39896, -2.80032], [4.74909, -5.98103, -1.16926], [2.71911, -3.69252, -3.16028], [-3.25193, -1.93610, 3.37087], [-1.78157, 3.81120, 0.56114], [-2.75961, 2.80117, 0.55439], [-3.43399, 2.69834, -0.67278], [-4.18182, 1.38926, -0.69728], [-3.27519, 0.32217, -0.62904], [-3.89132, -0.93403, -0.75216], [-2.23644, 4.80769, 0.45429], [-1.05105, 3.67142, -0.24356], [-1.26673, 3.75305, 1.51962], [-2.73579, 2.74317, -1.51198], [-4.15895, 3.52275, -0.78784], [-4.76508, 1.33273, -1.62910], [-4.88258, 1.34562, 0.14949], [-4.43653, -1.01697, -1.70325], [-4.58851, -1.11925, 0.07504], [-3.10661, -1.68903, -0.72637], [3.28816, 5.05700, 4.54880], [3.19856, 4.03871, 3.44356], [1.99366, 3.39844, 3.16677], [1.89102, 2.48622, 2.13026], [3.00958, 2.19879, 1.36282], [4.21560, 2.82465, 1.61735], [4.30584, 3.73984, 2.65683], [2.85160, 0.98286, 0.06446], [2.73357, -0.29456, 0.72020], [3.97630, 1.18224, -0.82033], [1.43412, 1.31668, -0.58860], [1.30671, 2.42607, -1.45864], [2.21382, 3.47892, -1.59486], [1.97930, 4.48058, -2.53379], [0.87738, 4.43319, -3.36753], [-0.04176, 3.37207, -3.27791], [-1.16325, 3.21576, -4.14264], [-1.92792, 2.04200, -4.03185], [-1.66093, 1.12836, -3.04534], [-0.67877, 1.30734, -2.11205], [0.16362, 2.38421, -2.27884], [2.61778, 4.80502, 5.37143], [3.00716, 6.05011, 4.18932], [4.30340, 5.12377, 4.94326], [1.11956, 3.61070, 3.77390], [0.94900, 1.99526, 1.90817], [5.07090, 2.59380, 0.99344], [5.25224, 4.23070, 2.85907], [3.10997, 3.51930, -0.99498], [2.69164, 5.29481, -2.62076], [0.71880, 5.19911, -4.12030], [-1.34563, 3.94508, -4.92349], [-2.72971, 1.83126, -4.73066], [-2.21599, 0.20567, -2.96461]],
  "atomic_forces_ev_per_a": [[-0.50, -0.55, 0.11], [-0.02, 0.00, 0.00], [0.00, -0.01, -0.01], [-0.01, -0.02, 0.02], [0.02, 0.03, -0.02], [-0.09, -0.04, -0.02], [0.17, 0.27, 0.09], [-0.03, 0.04, 0.02], [0.01, -0.03, 0.00], [0.00, 0.00, 0.02], [-0.01, 0.00, -0.01], [0.01, -0.02, 0.01], [-0.01, 0.02, 0.00], [-0.05, -0.05, 0.00], [-0.14, 0.00, 0.18], [0.37, 0.29, 0.03], [0.04, 0.07, -0.06], [-0.02, -0.02, 0.04], [-0.01, -0.04, 0.04], [0.01, 0.01, 0.01], [0.00, 0.09, -0.05], [-0.08, -0.06, 0.11], [0.06, -0.06, -0.04], [-0.05, 0.06, -0.04], [0.04, 0.01, 0.01], [0.00, 0.02, -0.02], [0.03, -0.03, -0.02], [0.07, 0.16, -0.30], [0.03, -0.07, -0.03], [-0.08, 0.00, -0.03], [0.01, 0.12, -0.03], [-0.01, -0.04, 0.11], [-0.03, -0.04, -0.04], [0.05, -0.01, -0.03], [0.05, 0.09, 0.00], [-0.03, -0.04, 0.03], [0.01, 0.02, 0.00], [0.02, -0.01, 0.00], [0.01, 0.00, -0.01], [0.00, 0.02, 0.00], [0.00, 0.00, 0.00], [0.00, 0.01, -0.03], [-0.01, 0.01, -0.01], [-0.02, 0.00, 0.01], [0.00, 0.01, 0.01], [0.00, 0.02, -0.01], [0.00, 0.00, -0.03], [0.01, -0.02, -0.01], [0.04, -0.03, -0.01], [-0.06, 0.10, 0.08], [0.02, 0.00, 0.02], [-0.03, -0.01, 0.00], [0.06, -0.10, -0.07], [0.01, -0.01, 0.04], [0.01, 0.01, -0.01], [-0.01, -0.01, 0.00], [0.00, 0.00, -0.01], [0.04, -0.01, 0.01], [-0.01, -0.01, -0.02], [-0.02, 0.02, -0.03], [-0.01, -0.03, 0.03], [0.00, 0.01, -0.01], [-0.02, 0.01, 0.02], [0.01, -0.02, -0.01], [0.02, 0.01, 0.01], [0.00, -0.01, -0.02], [-0.04, -0.01, 0.02], [-0.08, 0.02, 0.02], [-0.06, -0.05, -0.05], [0.10, -0.02, -0.03], [0.02, 0.02, 0.03], [-0.04, -0.02, 0.11], [-0.01, 0.02, -0.05], [0.00, 0.07, 0.07], [0.11, -0.22, -0.36], [0.16, 0.04, -0.13], [-0.14, 0.06, 0.10], [0.00, 0.00, 0.01], [-0.01, 0.00, -0.01], [-0.12, 0.06, 0.14], [0.01, 0.02, -0.01], [0.00, -0.04, 0.02], [0.04, 0.06, 0.00], [0.05, -0.09, 0.24], [0.16, 0.01, -0.18], [0.00, 0.00, 0.00], [0.00, 0.01, 0.00], [0.00, 0.00, 0.00], [0.01, 0.00, -0.01], [0.03, -0.01, 0.02], [-0.03, 0.00, 0.02], [0.01, 0.01, 0.00], [0.00, -0.03, 0.01], [-0.02, -0.01, -0.01], [0.00, 0.00, 0.00], [-0.01, -0.01, 0.01], [0.00, 0.01, -0.01], [-0.01, -0.01, -0.01]],
  "s2": 2.02,
  "de_lowest_kj_mol": 0.00,
  "spin_multiplicity": 3,
  "total_charge": -2,
  "gap_ev": [3.986, 5.885]
}

---

(2)
{
  "formula": "C9H9FN4",
  "method": "wB97M-V/def2-TZVPD",
  "symbols": ["C", "C", "C", "C", "F", "C", "C", "C", "N", "C", "C", "N", "N", "N", "H", "H", "H", "H", "H", "H", "H", "H", "H"],
  "xyz": [[1.62570, 1.54786, -1.73014], [0.70618, 0.26036, -1.51249], [0.34684, -0.50972, -2.68895], [-0.61411, -1.52132, -2.51747], [-1.15404, -2.18047, -3.57763], [-1.13759, -1.86503, -1.21114], [-0.65897, -1.14762, -0.10159], [0.16231, -0.04633, -0.33146], [0.56678, 0.82497, 0.73449], [0.15900, 0.56455, 1.97941], [-1.14577, 0.60277, 2.45671], [-1.13579, 0.30743, 3.75706], [0.18773, 0.14813, 4.16323], [0.89489, 0.19773, 3.07475], [2.36488, 1.81601, -0.98254], [0.92739, 2.40508, -1.87291], [2.27794, 1.30035, -2.63161], [0.94720, -0.31684, -3.65910], [-1.82101, -2.78048, -0.98641], [-1.06482, -1.38064, 0.94756], [1.49453, 1.06914, 0.67026], [-1.97667, 0.69287, 1.77665], [-1.95260, 0.01122, 4.24334]],
  "atomic_forces_ev_per_a": [[-0.59, -1.69, -1.35], [1.31, 0.70, -4.07], [0.72, 0.11, 0.44], [-0.46, 0.14, 1.29], [0.61, 0.21, 0.30], [0.39, -0.68, 0.05], [-1.63, -0.75, 0.02], [0.16, 0.34, 2.69], [-1.43, -0.95, -1.45], [-2.38, -0.68, 4.37], [0.27, -0.05, -1.88], [1.65, 0.42, -0.92], [-1.23, -1.00, -1.12], [0.91, 1.14, 0.32], [-0.25, -0.24, 0.52], [0.79, -0.49, -0.18], [-1.16, 0.73, 0.80], [-1.60, -0.41, 1.58], [1.24, 1.88, -1.00], [0.89, 0.31, -1.89], [2.34, 0.70, -0.12], [-0.54, 0.21, 0.62], [-0.01, 0.05, 0.97]],
  "smiles": "Cc1cc(F)ccc1Nc1c[nH]nn1",
  "total_charge": 0,
  "gap_ev": 8.926
}

---

(3)
{
  "formula": "C17H22N4O5",
  "method": "wB97M-V/def2-TZVPD",
  "symbols": ["C", "O", "N", "N", "H", "H", "H", "H", "C", "C", "C", "C", "C", "C", "O", "O", "H", "H", "H", "H", "H", "H", "C", "C", "C", "C", "C", "C", "O", "O", "H", "H", "H", "H", "H", "H", "C", "C", "N", "H", "H", "H", "C", "C", "N", "H", "H", "H"],
  "xyz": [[-0.88265, 2.08808, -4.12929], [-1.60717, 2.89602, -4.62593], [0.09267, 2.43833, -3.47105], [-1.02575, 0.80405, -4.17306], [0.57842, 1.71137, -2.96539], [0.30382, 3.41256, -3.30859], [-1.74431, 0.41326, -4.76555], [-0.30756, 0.23383, -3.74980], [-1.07361, -0.83106, 3.41755], [-2.14980, -0.99657, 2.56106], [-3.30792, -0.40010, 2.80610], [-3.39154, 0.56438, 3.81648], [-2.27937, 0.73908, 4.64344], [-1.10152, 0.07857, 4.40832], [-0.06296, 0.27293, 5.22314], [-4.43373, -0.57513, 2.00050], [-0.24506, -1.50589, 3.26107], [-2.32975, -1.74282, 1.80137], [-4.28948, 1.10784, 4.07095], [-2.26346, 1.41515, 5.48551], [0.61384, -0.40076, 5.12469], [-4.93134, 0.24575, 1.98879], [0.45037, -3.12399, -2.35103], [0.33664, -4.48872, -2.69332], [0.08960, -4.75238, -4.10041], [0.00964, -3.74742, -5.05573], [0.30167, -2.47299, -4.69606], [0.53754, -2.12917, -3.36417], [0.69959, -0.80514, -2.99298], [-0.01247, -6.01501, -4.56347], [0.65526, -2.86569, -1.32258], [0.39223, -5.22873, -1.90866], [-0.19376, -4.00388, -6.08493], [0.27753, -1.77269, -5.51788], [1.09214, -0.68187, -2.12561], [-0.14983, -6.62775, -3.83731], [4.93903, 5.07018, 4.19993], [4.21670, 3.88701, 3.66018], [3.61253, 2.96753, 3.22610], [4.51088, 5.27073, 5.18206], [4.91661, 5.83398, 3.42263], [5.99910, 4.81650, 4.19901], [0.61972, 1.71474, 1.63365], [0.32330, 1.16455, 0.32858], [-0.02098, 0.73621, -0.67822], [-0.15116, 1.75136, 2.40339], [1.21514, 2.61520, 1.48281], [1.17122, 0.91856, 2.13371]],
  "atomic_forces_ev_per_a": [[-4.62, 0.78, -2.92], [-2.66, 1.86, -2.05], [8.25, 2.37, 5.44], [-1.25, -4.94, -0.97], [0.32, 0.86, 0.27], [-0.14, -0.37, -0.03], [0.17, 0.14, 0.27], [-1.02, 0.27, -0.62], [0.47, -1.67, -1.99], [0.14, -1.98, -0.47], [-3.29, 3.46, 0.37], [1.17, -0.29, 1.24], [-0.98, 1.12, -0.11], [-0.27, -0.52, 0.20], [0.95, 0.68, 1.17], [0.90, -0.62, 0.02], [0.46, 0.15, 0.10], [1.18, -0.37, -0.31], [-0.20, -0.07, -0.23], [-0.36, 0.19, 0.03], [-0.02, -0.08, -0.14], [-0.08, 0.00, 0.08], [0.82, -2.42, -0.38], [-0.38, 3.03, -0.68], [0.23, -2.71, 1.28], [0.47, 0.54, -0.23], [-0.53, 0.38, -1.49], [-0.19, 2.13, 2.08], [0.75, -3.46, -1.72], [-0.23, 1.74, 0.31], [-0.18, 0.16, 0.09], [-0.08, -0.27, -0.24], [-0.03, -0.08, 0.00], [0.18, 0.61, 0.37], [-0.29, 0.04, 0.93], [0.15, -0.47, 0.28], [0.00, -1.37, -1.10], [-1.80, -2.55, -1.32], [2.02, 3.06, 1.44], [0.34, 0.55, -0.23], [-0.63, 0.44, 0.49], [0.00, -0.16, 0.67], [0.93, -0.82, 0.43], [-1.38, 0.23, 0.50], [0.59, -0.41, -0.47], [-0.83, 0.69, -0.87], [-0.06, -0.08, 0.58], [1.01, 0.23, -0.12]],
  "s2": 0.77,
  "spin_multiplicity": 2,
  "total_charge": 1,
  "gap_ev": [6.507, 2.821]
}

---

(4)
{
  "formula": "C4H10N3",
  "method": "wB97M-V/def2-TZVPD",
  "symbols": ["C", "C", "C", "C", "N", "N", "N", "H", "H", "H", "H", "H", "H", "H", "H", "H", "H"],
  "xyz": [[0.09657, -0.60028, -0.38356], [-1.37680, -0.38523, -0.63993], [0.63971, 0.75741, -0.08896], [0.37548, -1.60790, 0.73676], [-0.04122, 1.66996, 0.59188], [1.78256, 1.07281, -0.62728], [-2.08899, 0.36109, 0.04503], [0.55094, -1.06430, -1.25256], [-1.84029, -1.14931, -1.16576], [0.20324, -2.43542, 0.11316], [-0.27351, -1.69996, 1.64356], [1.30945, -1.54901, 1.16065], [0.23420, 2.62565, 0.69489], [2.19735, 1.99484, -0.71059], [2.34532, 0.35625, -1.03506], [-3.09055, 0.32712, 0.06050], [-1.02347, 1.32627, 0.85726]],
  "atomic_forces_ev_per_a": [[-1.09, 0.58, 1.47], [5.74, -2.06, -2.84], [-0.16, 1.65, -0.42], [-2.52, 0.06, 0.57], [-1.37, -2.22, 0.16], [1.39, 0.37, -0.52], [-4.68, 2.08, 2.33], [0.18, 0.66, -0.31], [-1.20, -1.58, -1.06], [0.31, -2.11, 0.27], [-0.15, 0.67, -1.10], [2.65, -0.09, 0.37], [0.09, 0.32, 0.13], [-0.36, -0.04, 0.49], [0.09, -0.40, -0.33], [-0.56, 0.86, 0.82], [1.64, 1.27, -0.05]],
  "s2": 2.01,
  "de_lowest_kj_mol": 124.05,
  "spin_multiplicity": 3,
  "total_charge": 1,
  "gap_ev": [6.934, 8.176]
}